ORCA calculation (ωB97M-V/def2-TZVPD) on a single C3H2FN3S molecule.

Values from the calculation:
**ΔE to the lowest compared entry with this formula, charge and spin**: 2.122 eV
**SMILES string**: Fc1cnc(=S)[nH]n1
**Total charge**: 0
**E_HOMO**: -8.50 eV
**Frontier orbital gap**: 0.2819 Eh

Element x y z (Å)
F (-2.643, -0.159, -0.429)
C (-1.363, -0.205, -0.395)
C (-0.674, 1.063, -0.008)
N (0.588, 1.351, 0.140)
C (1.304, 0.154, 0.072)
S (2.960, -0.093, -0.393)
N (0.633, -0.968, 0.128)
N (-0.574, -1.227, 0.093)
H (-1.506, 1.884, 0.117)
H (1.275, -1.801, 0.675)